(P)
Formula: CH5NOS2
Source: the Open Molecules 2025 dataset
Level of theory: wB97M-V/def2-TZVPD

Computed properties:
frontier orbital gap: 9.67 eV

```
! wB97M-V def2-TZVPD RIJCOSX def2/J DEFGRID3
* xyz 0 1
C -0.844 0.113 0.707
N -0.265 0.133 -0.633
O 0.047 -0.374 1.620
S 0.252 1.568 -1.299
S -0.260 -1.292 -1.612
H -1.218 1.180 0.958
H -1.785 -0.522 0.609
H 0.965 -0.136 1.447
H 1.495 1.515 -0.835
H 0.980 -1.670 -1.053
*
```

***

(Q)
Formula: CH5NOS2
Source: the Open Molecules 2025 dataset
Level of theory: wB97M-V/def2-TZVPD

Computed properties:
frontier orbital gap: 9.23 eV

```
! wB97M-V def2-TZVPD RIJCOSX def2/J DEFGRID3
* xyz 0 1
S -1.148 1.425 1.031
S -3.117 1.681 0.465
H -0.626 1.966 -0.061
H -3.448 0.461 0.958
C 1.722 -0.354 -0.326
N 0.933 -1.479 -0.401
O 2.588 -0.247 0.495
H 1.476 0.401 -1.080
H 1.218 -2.262 0.159
H 0.403 -1.593 -1.239
*
```

***

The relative energies come out as (P) 152.9; (Q) 0.0, with values in kJ/mol.

***

(P)
Formula: C5H6N2O3
Source: the Open Molecules 2025 dataset
Level of theory: wB97M-V/def2-TZVPD

Computed properties:
frontier orbital gap: 9.46 eV

```
! wB97M-V def2-TZVPD RIJCOSX def2/J DEFGRID3
* xyz 0 1
C 0.822 1.077 0.891
C 1.722 0.088 0.270
C 1.046 -0.225 -1.018
C -0.220 1.241 0.064
C -2.431 -0.911 0.144
N 1.055 -1.206 0.045
N -1.657 -1.736 0.511
O -1.296 2.005 0.212
O -0.118 0.527 -1.110
O -3.312 -0.221 -0.171
H 0.980 1.569 1.825
H 2.790 0.116 0.422
H 1.499 -0.423 -1.978
H 1.699 -1.969 -0.132
H -0.646 -1.750 0.520
H -1.933 1.819 -0.493
*
```

***

(Q)
Formula: C5H6N2O3
Source: the Open Molecules 2025 dataset
Level of theory: wB97M-V/def2-TZVPD

Computed properties:
frontier orbital gap: 10.28 eV

```
! wB97M-V def2-TZVPD RIJCOSX def2/J DEFGRID3
* xyz 0 1
O 1.536 1.689 -0.565
C 0.624 1.115 0.290
C -0.807 0.864 -0.121
N -1.102 0.973 -1.514
C -0.361 0.128 -2.111
O 0.403 -0.683 -1.352
C 0.208 -0.296 -0.016
C 0.268 -1.396 0.988
N -0.205 -1.332 2.182
H 1.328 2.622 -0.680
H 0.754 1.335 1.354
H -1.609 1.030 0.597
H -0.347 -0.084 -3.179
O 0.131 -2.602 0.455
H -0.187 -0.392 2.569
H -0.633 -2.971 1.101
*
```

***

The relative energies come out as (P) 0.0; (Q) 95.7, with values in kJ/mol.

***

(P)
Formula: C9H11O3
Source: the Open Molecules 2025 dataset
Level of theory: wB97M-V/def2-TZVPD

Computed properties:
frontier orbital gap: 7.87 eV

```
! wB97M-V def2-TZVPD RIJCOSX def2/J DEFGRID3
* xyz -1 1
C -1.458 -3.228 -0.151
C -0.750 0.952 0.423
C -1.692 0.322 1.221
C -0.495 0.344 -0.834
C -2.003 -1.037 1.010
C -0.847 -0.971 -1.074
C -1.382 -1.730 -0.008
O -0.335 2.178 0.686
H 0.403 2.632 0.080
H -1.951 0.747 2.176
H -0.053 0.956 -1.612
H -2.527 -1.589 1.786
H -0.399 -1.452 -1.934
H -2.352 -3.552 -0.688
H -1.525 -3.664 0.834
H -0.578 -3.704 -0.582
C 2.686 1.433 0.309
C 2.450 2.372 -0.862
O 1.235 2.744 -1.088
O 3.435 2.856 -1.437
H 2.008 1.627 1.110
H 3.716 1.335 0.646
H 2.415 0.430 -0.009
*
```

***

(Q)
Formula: C9H11O3
Source: the Open Molecules 2025 dataset
Level of theory: wB97M-V/def2-TZVPD

Computed properties:
frontier orbital gap: 7.26 eV

```
! wB97M-V def2-TZVPD RIJCOSX def2/J DEFGRID3
* xyz -1 1
C -3.232 0.141 -2.014
C -0.008 1.425 -0.833
C -0.073 0.898 0.518
C -1.001 1.022 -1.641
C -2.142 0.426 -1.063
C -1.111 0.248 1.118
C -2.162 0.054 0.249
O 1.048 0.807 1.237
H 0.782 2.124 -1.224
H -1.133 1.265 -2.569
H -0.961 0.008 2.203
H 1.634 0.065 0.639
H -2.991 -0.326 -2.893
H -3.717 1.149 -2.155
H -3.080 -0.447 0.621
H -4.097 -0.279 -1.500
C 2.911 -1.131 1.999
C 3.573 -1.378 0.405
O 4.680 -1.740 0.380
O 2.731 -1.189 -0.496
H 2.679 -2.017 2.483
H 2.003 -0.591 2.009
H 3.666 -0.534 2.527
*
```

***

The relative energies come out as (P) 0.0; (Q) 250.2, with values in kJ/mol.

***

(P)
Formula: C8H19NO
Source: the Open Molecules 2025 dataset
Level of theory: wB97M-V/def2-TZVPD

Computed properties:
frontier orbital gap (alpha / beta): 7.14 / 6.40 eV

```
! wB97M-V def2-TZVPD RIJCOSX def2/J DEFGRID3
* xyz 0 1
C 0.666 1.083 0.402
C -1.844 0.206 -1.107
C -0.179 -1.430 -0.551
C 1.119 1.859 -0.824
C -0.245 1.889 1.304
C 1.873 0.579 1.191
C -0.820 -2.373 0.447
C 0.914 -2.082 -1.362
N -2.653 0.207 0.007
O -1.056 -0.776 -1.442
H -2.150 0.825 -1.939
H 0.230 -0.221 0.031
H -2.201 -0.021 0.882
H -3.212 1.043 0.092
H 1.847 2.645 -0.565
H 1.607 1.202 -1.550
H 0.277 2.332 -1.333
H -0.730 1.260 2.064
H -1.030 2.402 0.747
H 0.310 2.661 1.859
H 1.569 -0.017 2.057
H 2.481 1.415 1.568
H 2.524 -0.044 0.572
H 1.722 -2.392 -0.694
H -1.665 -1.947 0.986
H -1.180 -3.290 -0.035
H -0.069 -2.663 1.185
H 1.324 -1.380 -2.089
H 0.569 -2.973 -1.900
*
```

***

(Q)
Formula: C8H19NO
Source: the Open Molecules 2025 dataset
Level of theory: wB97M-V/def2-TZVPD

Computed properties:
frontier orbital gap: 10.23 eV

```
! wB97M-V def2-TZVPD RIJCOSX def2/J DEFGRID3
* xyz 0 1
C 2.167 0.272 1.261
C 2.604 -0.981 2.048
C 2.881 1.605 1.409
H 2.133 -0.015 0.202
H 1.074 0.325 1.400
H 3.487 -1.324 1.500
H 3.551 1.598 2.269
H 1.839 -1.734 1.871
H 2.753 -0.815 3.106
H 3.420 1.819 0.488
H 2.229 2.446 1.626
C -1.232 -0.155 0.031
C -1.150 -1.542 0.607
C -3.398 -0.333 -0.894
C -0.161 0.950 -2.485
C -1.619 0.473 -2.343
O -2.374 0.783 -3.226
N -1.975 -0.289 -1.250
H -1.612 0.634 0.694
H -0.221 0.084 -0.266
H -0.730 -2.262 -0.123
H -1.908 -2.420 0.540
H -3.973 -0.961 -1.573
H -0.134 1.981 -2.832
H -1.021 -1.713 1.652
H -3.534 -0.335 0.177
H -3.885 0.657 -1.087
H 0.428 0.898 -1.576
H 0.360 0.353 -3.226
*
```

***

The relative energies come out as (P) 181.6; (Q) 0.0, with values in kJ/mol.

***

(P)
Formula: H2NO4P
Source: the Open Molecules 2025 dataset
Level of theory: wB97M-V/def2-TZVPD

Computed properties:
frontier orbital gap (alpha / beta): 8.22 / 8.34 eV

```
! wB97M-V def2-TZVPD RIJCOSX def2/J DEFGRID3
* xyz 0 1
N 1.891 0.473 -0.102
O 2.095 0.317 -1.289
O 2.136 1.418 0.583
O 0.635 -1.851 -0.521
O -1.173 0.551 0.858
P 0.837 -0.925 0.687
H 0.952 -1.709 -1.434
H -0.828 1.223 1.382
*
```

***

(Q)
Formula: H2NO4P
Source: the Open Molecules 2025 dataset
Level of theory: wB97M-V/def2-TZVPD

Computed properties:
frontier orbital gap (alpha / beta): 8.97 / 8.96 eV

```
! wB97M-V def2-TZVPD RIJCOSX def2/J DEFGRID3
* xyz 0 1
N 1.804 0.259 0.032
O 1.705 0.100 -1.165
O 2.138 1.153 0.737
O 0.493 -1.891 -0.369
O -0.706 0.710 0.664
P 0.817 -1.013 0.817
H 0.881 -1.713 -1.236
H -0.460 1.222 1.410
*
```

***

The relative energies come out as (P) 43.1; (Q) 0.0, with values in kJ/mol.

***

(P)
Formula: C3H6N2O2S
Source: the Open Molecules 2025 dataset
Level of theory: wB97M-V/def2-TZVPD

Computed properties:
frontier orbital gap: 8.33 eV

```
! wB97M-V def2-TZVPD RIJCOSX def2/J DEFGRID3
* xyz 2 1
C -0.603 0.874 0.181
C -0.447 -2.721 0.024
C 1.193 2.313 -0.504
N -0.875 -1.501 0.060
N 0.420 1.661 0.636
O -2.014 -1.157 -0.209
O 0.772 1.637 1.817
S -2.145 0.845 0.096
H 0.344 -3.037 -0.629
H -1.295 -3.461 0.038
H 0.418 -2.915 0.813
H 0.648 3.060 -1.107
H 1.570 1.555 -1.223
H 2.014 2.847 0.008
*
```

***

(Q)
Formula: C3H6N2O2S
Source: the Open Molecules 2025 dataset
Level of theory: wB97M-V/def2-TZVPD

Computed properties:
frontier orbital gap (alpha / beta): 7.57 / 7.56 eV

```
! wB97M-V def2-TZVPD RIJCOSX def2/J DEFGRID3
* xyz 2 1
C -0.770 0.620 0.096
C -1.082 -1.961 0.125
C 1.270 1.990 0.014
N -1.598 -0.629 0.101
N 0.563 0.728 0.102
O -2.793 0.041 -0.047
O 1.167 -0.314 0.170
S -2.232 1.579 0.030
H -1.834 -2.592 0.698
H -0.284 -2.045 0.894
H -0.891 -2.174 -0.955
H 0.584 2.649 0.452
H 1.790 1.972 -0.937
H 2.124 2.063 0.600
*
```

***

The relative energies come out as (P) 87.3; (Q) 0.0, with values in kJ/mol.

***

(P)
Formula: ArH22O11
Source: the Open Molecules 2025 dataset
Level of theory: wB97M-V/def2-TZVPD

Computed properties:
frontier orbital gap: 9.63 eV

```
! wB97M-V def2-TZVPD RIJCOSX def2/J DEFGRID3
* xyz 0 1
Ar 3.294 12.623 5.446
O -0.632 12.611 5.617
H -1.483 12.652 6.051
H -0.075 12.124 6.224
O 5.562 11.046 8.069
H 5.179 11.727 8.622
H 5.653 10.290 8.649
O 6.558 13.139 3.973
H 5.962 12.790 3.310
H 7.433 12.946 3.635
O 0.555 15.784 4.176
H -0.149 16.110 3.615
H 0.576 14.841 4.012
O 2.759 11.365 1.872
H 2.000 11.400 2.454
H 2.387 11.248 0.998
O 0.499 13.197 3.059
H -0.180 13.306 2.393
H 0.065 12.724 3.769
O 2.912 16.374 3.273
H 2.165 16.014 3.752
H 3.524 16.649 3.956
O 7.188 13.018 6.869
H 7.021 13.191 5.942
H 6.667 12.239 7.065
O 5.219 12.255 1.771
H 5.760 11.513 1.503
H 4.322 11.922 1.738
O 1.821 9.248 6.459
H 1.203 9.957 6.638
H 2.134 8.979 7.323
O 5.877 9.892 4.858
H 5.710 10.607 5.473
H 5.759 9.097 5.377
*
```

***

(Q)
Formula: ArH22O11
Source: the Open Molecules 2025 dataset
Level of theory: wB97M-V/def2-TZVPD

Computed properties:
frontier orbital gap: 10.11 eV

```
! wB97M-V def2-TZVPD RIJCOSX def2/J DEFGRID3
* xyz 0 1
Ar 0.508 0.212 0.098
O -2.173 2.071 -3.025
H -2.512 2.930 -3.275
H -1.769 2.213 -2.169
O 0.515 -3.552 0.244
H 0.196 -3.272 1.102
H 1.207 -2.926 0.030
O -2.785 -0.778 -1.557
H -3.248 -0.301 -2.245
H -1.890 -0.865 -1.885
O -0.143 -1.152 -2.697
H 0.227 -1.238 -3.575
H 0.543 -1.478 -2.114
O 4.033 -0.241 1.926
H 4.154 -1.093 1.507
H 3.311 -0.376 2.540
O -2.813 -0.112 1.381
H -2.777 -0.504 0.509
H -3.736 -0.162 1.629
O 0.037 -2.885 2.931
H 0.773 -2.298 3.104
H -0.730 -2.406 3.244
O 3.182 2.441 1.407
H 2.906 2.913 2.193
H 3.248 1.528 1.687
O -3.056 2.728 0.751
H -3.037 1.773 0.799
H -2.166 2.974 0.500
O -0.253 3.194 0.026
H 0.505 3.592 -0.402
H 0.070 2.927 0.886
O 2.382 -2.043 -1.513
H 2.632 -2.634 -2.224
H 2.661 -1.177 -1.811
*
```

***

The relative energies come out as (P) 32.4; (Q) 0.0, with values in kJ/mol.